No. 1
Entry from the Open Molecules 2025 dataset: one molecule with the formula CH6N4 (ωB97M-V/def2-TZVPD).

The value obtained for the energy above the lowest of the compared OMol25 structures with the same formula, charge and spin is 2.891 eV. The structure (SMILES) is N/N=C\NN. Its spin multiplicity is 1. The total energy comes out at -260.59560 Eh. The calculation puts the frontier orbital gap at 9.014 eV. The value obtained for the HOMO energy is -7.92 eV. The LUMO energy is 1.09 eV. Its net charge is 0.

Each line ends with the Mulliken charge.
CARTESIAN COORDINATES (ANGSTROEM)
N: 0.52336 0.88577 -1.63573  -0.461
N: 0.89520 -0.30495 -1.25120  -0.453
C: 0.28156 -0.64392 -0.09163  0.046
N: -0.47375 0.25639 0.59075  0.050
N: -1.05875 -0.34831 1.63223  -0.755
H: 1.02896 1.61395 -0.94296  0.228
H: 0.88981 0.91453 -2.61795  0.276
H: 0.49206 -1.72419 0.27878  0.242
H: -1.10907 0.86285 0.10821  0.299
H: -0.45317 -0.06090 2.34903  0.260
H: -1.01622 -1.45123 1.58046  0.268

No. 2
Entry from the Open Molecules 2025 dataset: one molecule with the formula CH6N4 (ωB97M-V/def2-TZVPD).

The value obtained for the energy above the lowest of the compared OMol25 structures with the same formula, charge and spin is 1.767 eV. The structure (SMILES) is N/N=C/NN. Its spin multiplicity is 1. The total energy comes out at -260.63689 Eh. The calculation puts the frontier orbital gap at 9.190 eV. The value obtained for the HOMO energy is -8.14 eV. The LUMO energy is 1.05 eV. Its net charge is 0.

Each line ends with the Mulliken charge.
CARTESIAN COORDINATES (ANGSTROEM)
N: 1.48904 -1.54057 0.84885  -0.523
N: 0.96318 -0.36207 0.37732  -0.216
C: -0.27419 -0.45076 0.02266  -0.040
N: -1.05524 0.58823 -0.54002  -0.146
N: -0.35466 1.83109 -0.64894  -0.521
H: 0.89691 -2.36550 0.55159  0.231
H: 2.42119 -1.69067 0.37351  0.264
H: -0.86171 -1.38798 0.09077  0.241
H: -1.94129 0.60605 -0.10765  0.241
H: -0.89688 2.44487 -1.24628  0.262
H: -0.38635 2.32731 0.27818  0.207